Record 1
The following is a quantum chemistry calculation of a 7-piece molecular cluster, C53H69F6N4O4P2 overall in a non-equilibrium geometry, from the Open Molecules 2025 dataset.

Last column: Löwdin charge in e.
Element x y z (Å)
C1 -3.574 -2.809 1.875  -0.120
C2 -2.864 -1.338 1.781  -0.209
C3 -1.369 -1.301 1.127  -0.134
N1 -1.291 -1.057 -0.358  -0.045
C4 -1.513 -2.238 -1.329  -0.333
N2 -0.459 -2.233 -2.459  0.071
C5 -1.315 -3.769 -0.784  -0.118
C6 -2.217 -4.899 -1.625  -0.150
C7 -2.085 -6.348 -0.798  -0.096
C8 -1.931 -7.642 -1.805  -0.214
O1 -2.273 -7.551 -3.121  -0.032
O2 -1.473 -8.998 -1.380  -0.093
C9 -0.956 -8.977 -0.003  -0.250
C10 -0.301 -10.421 0.447  -0.092
C11 -3.034 -1.806 -1.879  -0.226
P1 -3.553 -2.300 -3.647  0.737
N3 -5.015 -3.061 -3.590  -0.195
O3 -2.474 -3.400 -4.458  -0.239
O4 -3.770 -0.875 -4.664  -0.254
C12 -3.288 -0.198 -1.491  -0.100
C13 -1.795 0.289 -0.922  -0.500
N4 -1.163 0.758 -2.252  0.015
P2 -1.637 1.875 0.092  0.989
C14 -2.791 2.032 1.571  -0.422
C15 -2.613 3.583 2.172  -0.172
C16 0.132 2.482 0.370  -0.385
C17 1.213 1.368 0.889  -0.163
H1 -4.453 -2.764 2.652  0.095
H2 -2.803 -3.623 2.231  0.086
H3 -4.073 -3.125 0.839  0.076
H4 -2.738 -0.965 2.910  0.113
H5 -3.647 -0.606 1.303  0.091
H6 -0.803 -2.269 1.499  0.142
H7 -0.798 -0.397 1.659  0.118
H8 -0.244 -0.919 -0.496  0.158
H9 -0.386 -3.208 -2.881  0.094
H10 -0.772 -1.642 -3.259  0.058
H11 -1.568 -3.952 0.339  0.088
H12 -0.188 -4.137 -0.923  0.145
H13 -1.642 -5.066 -2.631  0.108
H14 -3.339 -4.588 -1.740  0.108
H15 -1.179 -6.197 -0.063  0.109
H16 -3.062 -6.536 -0.153  0.145
H17 -0.093 -8.167 0.021  0.128
H18 -1.858 -8.729 0.704  0.131
H19 -0.524 -10.632 1.581  0.085
H20 -0.760 -11.315 -0.188  0.100
H21 0.871 -10.414 0.295  0.087
H22 -3.867 -2.316 -1.193  0.111
H23 -5.341 -3.152 -2.604  -0.026
H24 -2.942 -3.732 -5.281  0.107
H25 -2.837 -0.706 -5.044  0.098
H26 -3.729 0.430 -2.406  0.136
H27 -4.197 -0.176 -0.755  0.112
H28 -1.286 1.796 -2.286  0.039
H29 -1.658 0.338 -3.067  0.055
H30 -3.914 1.762 1.384  0.095
H31 -2.376 1.332 2.443  0.071
H32 -1.493 3.632 2.563  0.068
H33 -3.289 3.782 3.116  0.091
H34 -2.710 4.404 1.336  0.086
H35 0.078 3.460 1.051  0.100
H36 0.540 2.877 -0.680  0.091
H37 1.443 0.539 0.091  0.080
H38 0.939 0.907 1.955  0.089
H39 2.239 1.949 1.073  0.071
F1 -0.260 6.615 -2.437  0.066
C18 0.400 5.836 -3.304  -0.287
C19 0.085 4.484 -3.386  -0.035
C20 0.769 3.673 -4.292  -0.091
C21 1.768 4.222 -5.099  -0.093
C22 2.081 5.579 -5.006  -0.073
C23 1.389 6.391 -4.108  -0.009
H40 -0.688 4.074 -2.745  0.092
H41 0.524 2.617 -4.369  0.092
H42 2.304 3.588 -5.803  0.103
H43 2.862 6.003 -5.632  0.110
H44 1.613 7.450 -4.028  0.120
F2 4.675 2.252 0.640  0.049
C24 5.095 2.861 1.757  -0.297
C25 4.295 3.831 2.350  -0.032
C26 4.730 4.461 3.516  -0.080
C27 5.967 4.122 4.070  -0.091
C28 6.765 3.151 3.465  -0.082
C29 6.325 2.513 2.305  -0.012
H45 3.341 4.087 1.901  0.104
H46 4.108 5.215 3.992  0.106
H47 6.307 4.617 4.977  0.107
H48 7.729 2.891 3.895  0.106
H49 6.929 1.749 1.826  0.117
F3 -1.475 -0.953 5.003  0.037
C30 -2.248 -1.004 6.096  -0.301
C31 -2.530 -2.235 6.677  -0.021
C32 -3.331 -2.288 7.818  -0.075
C33 -3.850 -1.109 8.359  -0.087
C34 -3.565 0.121 7.765  -0.076
C35 -2.755 0.175 6.631  -0.021
H50 -2.126 -3.141 6.238  0.114
H51 -3.551 -3.245 8.285  0.109
H52 -4.478 -1.151 9.247  0.106
H53 -3.973 1.037 8.186  0.109
H54 -2.516 1.124 6.162  0.112
F4 9.502 4.869 3.099  0.055
C36 9.480 6.206 3.026  -0.291
C37 8.548 6.831 2.205  -0.021
C38 8.522 8.224 2.133  -0.083
C39 9.436 8.976 2.874  -0.097
C40 10.371 8.339 3.691  -0.081
C41 10.390 6.947 3.772  -0.018
H55 7.851 6.230 1.630  0.113
H56 7.791 8.723 1.500  0.104
H57 9.418 10.062 2.814  0.102
H58 11.085 8.927 4.264  0.107
H59 11.105 6.436 4.408  0.116
F5 1.474 -1.959 1.246  0.023
C42 2.780 -2.254 1.290  -0.294
C43 3.398 -2.789 0.165  -0.020
C44 4.759 -3.092 0.208  -0.072
C45 5.485 -2.865 1.380  -0.083
C46 4.854 -2.333 2.505  -0.071
C47 3.496 -2.020 2.458  -0.014
H60 2.816 -2.966 -0.734  0.108
H61 5.253 -3.503 -0.669  0.110
H62 6.545 -3.106 1.414  0.107
H63 5.420 -2.162 3.417  0.111
H64 2.992 -1.597 3.321  0.117
F6 -6.399 2.464 -8.804  0.063
C48 -6.681 1.292 -8.220  -0.291
C49 -7.820 0.592 -8.605  -0.017
C50 -8.112 -0.630 -8.001  -0.080
C51 -7.266 -1.136 -7.010  -0.091
C52 -6.129 -0.424 -6.627  -0.087
C53 -5.831 0.794 -7.239  -0.020
H65 -8.469 1.004 -9.371  0.117
H66 -8.995 -1.189 -8.300  0.106
H67 -7.497 -2.087 -6.536  0.102
H68 -5.474 -0.817 -5.853  0.058
H69 -4.946 1.356 -6.960  0.109

HOMO	-0.3812	hartree
orbital gap	7.84	eV
calculated total energy	-105097.23553	eV
total charge	+1
largest force on an atom	9.12	eV/A
2S+1	1

***

Record 2
The following is a quantum chemistry calculation of C3H13N4O as an isolated structure in a non-equilibrium geometry, from the Open Molecules 2025 dataset.

Last column: natural (NBO) charge in e.
Element x y z (Å)
C1 -1.040 -1.225 -1.278  -0.719
C2 0.843 0.049 2.784  0.405
C3 -0.310 0.027 -1.103  0.426
N1 1.762 -0.199 1.902  -0.701
N2 -0.446 0.173 2.496  -0.723
N3 1.162 -0.050 -0.927  -0.890
N4 -0.867 1.266 -2.528  -0.548
O1 -0.859 0.749 -0.090  -0.773
H1 -2.129 -1.011 -1.269  0.244
H2 -0.719 -1.866 -2.222  0.235
H3 -0.977 -1.852 -0.425  0.225
H4 1.125 0.040 3.775  0.206
H5 2.648 -0.475 2.273  0.429
H6 1.466 -0.252 0.955  0.441
H7 -0.687 0.361 1.536  0.429
H8 -1.084 0.609 3.080  0.415
H9 1.645 0.755 -1.384  0.377
H10 1.423 -0.840 -1.368  0.370
H11 -0.378 1.018 -3.334  0.319
H12 -1.893 1.021 -2.634  0.338
H13 -0.683 1.704 -0.240  0.494

HOMO (spin up / spin down)	-0.3197 / -0.5212	hartree
orbital gap (spin up / spin down)	5.81 / 8.87	eV
calculated total energy	-11318.29868	eV
total charge	+1
largest force on an atom	5.70	eV/A
2S+1	3

***

Record 3
The following is a quantum chemistry calculation of C9H21I2MoO2P2 as an isolated structure in a non-equilibrium geometry, from the Open Molecules 2025 dataset.

Last column: natural (NBO) charge in e.
Element x y z (Å)
C1 -0.001 -0.108 -5.485  -0.787
C2 0.006 0.676 -4.240  0.875
H1 0.002 0.604 -6.367  0.365
H2 -0.912 -0.743 -5.496  0.327
H3 0.901 -0.756 -5.500  0.327
O1 0.015 1.790 -3.905  -0.247
I1 -0.010 -0.866 -1.805  -0.022
Mo1 -0.001 -0.392 0.796  0.113
P1 2.356 -0.153 0.955  1.108
C3 3.193 1.183 1.944  -0.915
C4 3.070 -1.702 1.648  -0.926
H4 4.159 -1.625 1.518  0.292
H5 4.164 -0.086 -0.630  0.290
H6 2.672 -2.584 1.127  0.266
H7 2.666 -0.727 -1.415  0.248
H8 2.947 1.083 3.014  0.281
H9 2.805 -1.773 2.712  0.279
C5 3.078 0.020 -0.724  -0.919
H10 4.283 1.125 1.792  0.291
H11 2.804 1.012 -1.092  0.260
H12 2.811 2.155 1.587  0.260
P2 -2.360 -0.109 0.959  1.109
C6 -3.170 1.244 1.946  -0.916
C7 -3.079 0.073 -0.720  -0.919
H13 -2.721 -2.534 1.135  0.265
H14 -4.189 -1.545 1.527  0.292
H15 -2.836 -1.719 2.720  0.280
C8 -3.101 -1.643 1.656  -0.926
H16 -2.680 -0.681 -1.411  0.248
H17 -4.167 -0.014 -0.625  0.290
H18 -4.261 1.207 1.796  0.291
H19 -2.768 2.207 1.587  0.260
H20 -2.787 1.060 -1.088  0.260
H21 -2.924 1.140 3.016  0.281
C9 0.017 1.565 1.506  0.601
O2 0.023 2.575 2.131  -0.346
I2 -0.008 -0.957 3.435  0.164

HOMO (spin up / spin down)	-0.6896 / -0.7026	hartree
orbital gap (spin up / spin down)	5.40 / 6.36	eV
calculated total energy	-50373.79597	eV
total charge	+3
largest force on an atom	6.88	eV/A
2S+1	3